1.
Formula: CH10O5
Source: the Open Molecules 2025 dataset
Level of theory: wB97M-V/def2-TZVPD

- HOMO level (eV) = -10.6
- LUMO level (eV) = -0.37
- SMILES string = C=O.O.O.O.O
- gap between HOMO and LUMO (eV) = 10.21
- M (g/mol) = 102.09

```
! RIJCOSX wB97M-V def2-TZVPD def2/J DEFGRID3
* xyz 0 1
O -1.74 -1.01 1.29
C -2.57 -1.27 0.36
H -2.46 -0.80 -0.60
H -2.77 -2.34 0.28
H 0.06 -0.78 1.24
H 1.20 -1.79 1.26
O 0.98 -0.86 1.01
H 3.26 1.42 1.46
H 2.34 0.40 0.76
O 3.05 1.07 0.61
H -0.70 0.91 -1.65
H -1.55 1.99 -0.90
O -1.61 1.14 -1.39
H 1.81 1.19 -1.52
H 1.10 -0.06 -1.01
O 0.97 0.60 -1.70
*
```

These are the Mulliken partial charges, in e, on atoms 1 to 8: atom 1 (O): -0.5296, atom 2 (C): -0.0156, atom 3 (H): 0.2031, atom 4 (H): 0.2505, atom 5 (H): 0.4037, atom 6 (H): 0.2869, atom 7 (O): -0.6720, atom 8 (H): 0.3025

***

2.
Formula: C18H18N3SbSe3TaTe
Source: the Open Molecules 2025 dataset
Level of theory: wB97M-V/def2-TZVPD

- HOMO level (alpha / beta) (eV) = -17.9 / -17.9
- LUMO level (alpha / beta) (eV) = -11.85 / -11.85
- gap between HOMO and LUMO (alpha / beta) (eV) = 6.07 / 6.07
- M (g/mol) = 943.55

```
! RIJCOSX wB97M-V def2-TZVPD def2/J DEFGRID3
* xyz 3 1
Ta -0.47 0.33 -0.02
C -1.49 -0.29 -3.42
C -0.91 1.06 -3.18
C -0.97 2.05 -4.15
C -0.42 3.30 -3.93
C 0.23 3.54 -2.72
C 0.27 2.54 -1.77
N -0.30 1.33 -2.00
Sb 1.48 3.06 0.03
C 0.27 2.46 1.81
C 0.17 3.46 2.75
C -0.50 3.18 3.95
C -1.01 1.91 4.15
C -0.88 0.93 3.17
C -1.42 -0.45 3.36
N -0.25 1.23 2.01
C 2.58 1.18 0.01
C 3.95 1.29 0.03
C 4.72 0.12 0.04
C 4.06 -1.09 0.02
C 2.67 -1.16 -0.01
C 2.01 -2.49 -0.03
N 1.94 -0.02 -0.01
H -1.69 -0.43 -4.48
H -2.44 -0.41 -2.89
H -0.81 -1.08 -3.09
H -1.46 1.84 -5.09
H -0.47 4.07 -4.68
H 0.71 4.49 -2.52
H 0.60 4.43 2.57
H -0.60 3.94 4.70
H -1.52 1.66 5.07
H -1.70 -0.60 4.40
H -0.67 -1.20 3.09
H -2.31 -0.61 2.75
H 4.43 2.26 0.05
H 5.80 0.17 0.06
H 4.63 -2.01 0.02
H 2.76 -3.28 -0.04
H 1.39 -2.62 -0.92
H 1.38 -2.65 0.85
Se -1.23 -1.87 -0.11
Se -5.22 -1.72 0.12
Te -5.21 0.61 0.14
Se -2.89 1.47 0.08
*
```

These are the Mulliken partial charges, in e, on atoms 1 to 8: atom 1 (Ta): -0.2043, atom 2 (C): -1.3319, atom 3 (C): 0.9975, atom 4 (C): -0.7936, atom 5 (C): -0.5387, atom 6 (C): -0.7134, atom 7 (C): 0.5519, atom 8 (N): 0.1196

***

3.
Formula: C38H88BF4N5O6
Source: the Open Molecules 2025 dataset
Level of theory: wB97M-V/def2-TZVPD

- expectation value of S² = 0.7507
- HOMO level (alpha / beta) (eV) = -4.9 / -8.1
- LUMO level (alpha / beta) (eV) = -2.08 / -2.16
- gap between HOMO and LUMO (alpha / beta) (eV) = 2.81 / 5.94
- M (g/mol) = 797.95

```
! RIJCOSX wB97M-V def2-TZVPD def2/J DEFGRID3
* xyz 1 2
C 11.30 -4.67 -26.43
C 11.38 -4.78 -24.93
C 10.20 -5.63 -24.30
N 10.09 -5.86 -22.74
C 11.39 -6.37 -22.14
C 9.79 -4.61 -21.93
C 8.95 -5.04 -20.74
C 8.02 -6.14 -21.35
C 8.97 -6.84 -22.32
H 10.53 -3.92 -26.65
H 10.90 -5.61 -26.82
H 12.23 -4.28 -26.84
H 11.28 -3.86 -24.37
H 12.30 -5.34 -24.75
H 10.28 -6.68 -24.55
H 9.24 -5.23 -24.62
H 11.68 -7.11 -22.89
H 11.28 -6.64 -21.09
H 12.18 -5.62 -22.12
H 10.69 -4.03 -21.72
H 9.20 -3.90 -22.52
H 9.48 -5.43 -19.87
H 8.42 -4.17 -20.35
H 7.61 -6.80 -20.58
H 7.29 -5.56 -21.92
H 9.37 -7.78 -21.95
H 8.47 -7.20 -23.21
C 23.10 -7.85 -22.42
C 22.44 -9.20 -21.99
C 20.98 -8.95 -21.43
N 20.17 -10.16 -20.86
C 21.12 -10.87 -19.89
C 19.63 -11.02 -22.08
C 18.23 -10.47 -22.47
C 17.87 -9.46 -21.33
C 18.83 -9.77 -20.15
H 24.11 -8.24 -22.57
H 23.08 -7.12 -21.61
H 22.82 -7.36 -23.35
H 23.07 -9.69 -21.26
H 22.41 -9.80 -22.90
H 20.29 -8.37 -22.05
H 20.94 -8.25 -20.60
H 21.49 -10.24 -19.07
H 21.95 -11.23 -20.50
H 20.49 -11.66 -19.49
H 19.58 -12.00 -21.60
H 20.31 -11.09 -22.92
H 17.56 -11.33 -22.39
H 18.14 -10.04 -23.46
H 16.85 -9.61 -20.98
H 17.86 -8.45 -21.73
H 18.61 -10.69 -19.60
H 18.99 -8.93 -19.47
C 8.26 -12.88 -22.02
C 9.69 -12.75 -21.47
C 10.73 -12.36 -22.63
N 12.22 -12.30 -22.21
C 12.58 -13.74 -21.71
C 12.65 -11.17 -21.26
C 14.17 -11.04 -21.34
C 14.46 -11.33 -22.82
C 13.17 -12.04 -23.39
H 7.64 -13.25 -21.20
H 8.09 -13.52 -22.88
H 7.96 -11.91 -22.41
H 9.77 -13.72 -20.97
H 9.78 -11.99 -20.70
H 10.62 -11.35 -23.01
H 10.65 -13.06 -23.47
H 12.23 -14.45 -22.46
H 12.29 -14.04 -20.71
H 13.67 -13.75 -21.63
H 12.24 -11.32 -20.26
H 12.24 -10.19 -21.50
H 14.62 -11.80 -20.71
H 14.59 -10.05 -21.20
H 15.28 -12.04 -22.79
H 14.75 -10.43 -23.38
H 13.35 -12.92 -24.00
H 12.68 -11.18 -23.85
C 14.40 -8.04 -28.66
N 15.05 -7.75 -27.31
C 16.52 -8.21 -27.52
C 15.11 -6.24 -27.06
C 14.41 -8.62 -26.10
C 13.14 -8.09 -25.44
O 12.13 -7.73 -26.38
H 14.77 -7.37 -29.44
H 13.33 -7.89 -28.54
H 14.62 -9.10 -28.78
H 16.99 -7.64 -28.32
H 16.63 -9.29 -27.65
H 17.09 -8.11 -26.60
H 15.50 -6.30 -26.05
H 14.07 -5.89 -27.03
H 15.69 -5.72 -27.83
H 15.18 -8.39 -25.36
H 14.31 -9.68 -26.33
H 13.41 -7.15 -24.95
H 12.77 -8.90 -24.81
H 11.30 -8.19 -26.26
C 16.75 -2.39 -20.55
N 16.42 -1.94 -22.03
C 17.14 -0.57 -22.24
C 17.08 -2.95 -23.01
C 14.86 -1.82 -22.14
C 14.13 -3.08 -22.44
O 14.25 -3.39 -23.87
H 16.18 -3.30 -20.34
H 16.28 -1.65 -19.90
H 17.83 -2.50 -20.45
H 18.23 -0.62 -22.21
H 16.59 0.08 -21.55
H 16.89 -0.29 -23.26
H 16.76 -2.75 -24.04
H 16.68 -3.90 -22.67
H 18.14 -2.75 -22.89
H 14.77 -1.15 -22.99
H 14.52 -1.39 -21.19
H 13.07 -2.86 -22.30
H 14.48 -3.90 -21.80
H 14.45 -4.33 -23.83
B 19.07 -5.83 -19.30
F 19.93 -5.64 -18.25
F 18.20 -6.83 -18.84
F 18.44 -4.65 -19.55
F 19.73 -6.25 -20.43
C 15.32 -6.38 -20.92
C 14.93 -6.75 -22.34
O 14.32 -7.80 -22.53
O 15.04 -5.88 -23.27
H 15.94 -7.18 -20.50
H 14.52 -6.41 -20.18
H 15.86 -5.44 -20.87
C 12.87 -4.85 -18.43
C 12.87 -3.42 -18.90
O 11.81 -2.88 -19.25
O 14.00 -2.84 -18.79
H 12.21 -4.92 -17.57
H 13.76 -5.17 -17.88
H 12.76 -5.51 -19.29
*
```

These are the Mulliken partial charges, in e, on atoms 1 to 8: atom 1 (C): -1.7639, atom 2 (C): 1.4057, atom 3 (C): -1.2487, atom 4 (N): 1.0854, atom 5 (C): -1.3466, atom 6 (C): -0.2462, atom 7 (C): -0.7173, atom 8 (C): -0.4978

***

4.
Formula: C6H7LiNaO6
Source: the Open Molecules 2025 dataset
Level of theory: wB97M-V/def2-TZVPD

- expectation value of S² = 0.7725
- HOMO level (alpha / beta) (eV) = -7.5 / -7.6
- LUMO level (alpha / beta) (eV) = -1.63 / -1.63
- gap between HOMO and LUMO (alpha / beta) (eV) = 5.90 / 5.92
- M (g/mol) = 205.05

```
! RIJCOSX wB97M-V def2-TZVPD def2/J DEFGRID3
* xyz 0 2
O -0.49 0.34 -2.45
C 0.02 -0.55 -3.36
C -1.70 0.03 -1.79
O 0.99 -1.26 -2.97
O -0.51 -0.55 -4.47
C -2.18 1.22 -1.04
H -1.54 -0.81 -1.09
H -2.46 -0.28 -2.53
H -1.48 1.36 1.75
H -1.82 2.21 -1.33
H -3.18 1.18 -0.61
Na 2.36 -1.73 -1.19
O 0.99 -0.33 1.83
C 2.30 -0.52 2.02
O 2.88 -0.16 3.06
Li 4.51 -0.99 2.25
O 2.91 -1.06 1.05
C 0.27 0.50 2.66
H 0.85 1.09 3.37
C -1.05 0.60 2.50
H -1.66 -0.30 2.36
*
```

These are the Mulliken partial charges, in e, on atoms 1 to 8: atom 1 (O): -0.3096, atom 2 (C): 0.5838, atom 3 (C): 0.0230, atom 4 (O): -0.8056, atom 5 (O): -0.6558, atom 6 (C): -1.1198, atom 7 (H): 0.2090, atom 8 (H): 0.3044